A molecular structure, C32H48AsF6O24, computed with wB97M-V/def2-TZVPD.

Last column: Mulliken charge in e.
Atoms and positions in Å:
As -30.189873 4.794582 -19.046546  2.5469
F -30.148652 3.862968 -20.590449  -0.7085
F -30.026289 6.321163 -19.949894  -0.4158
F -30.163325 5.823278 -17.520867  -0.3197
F -30.354326 3.246282 -18.097125  -0.6187
F -28.404092 4.731339 -18.985000  -0.6695
F -31.910306 4.804676 -19.209777  -0.5028
C -33.645754 2.556651 -22.245207  -1.0807
C -33.743887 1.688599 -21.079266  0.8059
C -34.389268 2.402731 -19.864803  0.1345
O -35.234097 1.416377 -19.299105  -0.3534
C -35.580321 0.531880 -20.225611  0.5266
O -36.460738 -0.304446 -20.097820  -0.5878
O -34.814684 0.763695 -21.351591  -0.4452
H -34.517987 3.208749 -22.290802  0.3467
H -33.638922 1.948932 -23.150046  0.4684
H -32.765999 3.192519 -22.146250  -0.0080
H -32.804263 1.252202 -20.740478  0.2367
H -35.015406 3.268374 -20.080914  0.0768
H -33.622128 2.726914 -19.161602  -0.0967
C -30.287024 9.095875 -16.400463  -1.7463
C -28.936028 8.379646 -16.176218  1.0533
C -28.107867 8.034732 -17.453682  0.4769
O -26.838805 8.438932 -17.147410  -0.2981
C -26.828013 9.052115 -15.959567  0.5150
O -25.815494 9.457954 -15.387671  -0.6217
O -28.059668 9.257598 -15.517592  -0.4207
H -30.703375 9.402498 -15.440921  0.4113
H -31.041593 8.441897 -16.837555  0.2775
H -30.114281 10.007872 -16.971892  0.4209
H -29.062310 7.524937 -15.511667  0.0015
H -28.466637 8.511363 -18.365940  0.4613
H -28.210826 6.952445 -17.532060  -0.4965
C -34.034089 6.096326 -21.419891  -0.6931
C -33.389355 6.637312 -22.718059  0.1719
C -31.882789 6.862987 -22.850618  0.1937
O -31.526288 6.216575 -24.059341  -0.3622
C -32.567783 5.532429 -24.551694  0.6899
O -32.615946 4.900816 -25.582423  -0.5914
O -33.554442 5.640604 -23.645050  -0.3383
H -33.452019 5.187420 -21.267639  -0.2868
H -35.103989 5.924469 -21.537700  0.3783
H -33.939719 6.702792 -20.519111  0.4738
H -33.855483 7.564151 -23.052388  0.2531
H -31.317201 6.337475 -22.081182  -0.2305
H -31.626429 7.922359 -22.839606  0.3033
C -28.811882 2.779474 -14.727415  -1.3170
C -27.412388 3.374341 -14.892304  1.1014
C -27.417146 4.809564 -15.380075  1.4029
O -26.597954 5.452047 -14.486130  -0.4589
C -26.235320 4.668480 -13.507808  0.4627
O -25.628848 5.040040 -12.523077  -0.6214
O -26.750016 3.401761 -13.662170  -0.4415
H -29.251088 2.363298 -15.634049  0.1195
H -29.491732 3.525690 -14.316215  0.3191
H -28.821380 1.921788 -14.054822  0.4300
H -26.721676 2.782886 -15.493287  0.2327
H -28.309416 5.412666 -15.212095  -0.3398
H -26.995138 4.863374 -16.383622  -0.9661
C -29.240229 0.503278 -19.712100  -1.8020
C -27.971551 1.354676 -19.469244  1.9302
C -27.019887 0.793908 -18.391817  0.2193
O -25.712736 0.855213 -18.999475  -0.3401
C -25.865991 1.195348 -20.261337  0.5959
O -24.899139 1.328588 -21.013091  -0.6447
O -27.146683 1.381047 -20.560038  -0.3646
H -29.833014 0.981996 -20.491542  0.2204
H -29.886720 0.429754 -18.837603  0.3678
H -29.020087 -0.538535 -19.945024  0.5103
H -28.238954 2.376999 -19.201921  -0.8027
H -27.337934 -0.200896 -18.079886  0.3100
H -27.076031 1.338713 -17.449417  -0.0988
C -25.263104 6.167996 -19.041797  -1.3348
C -24.990644 4.641577 -18.967279  1.1735
C -23.613816 4.292738 -19.488349  -0.3009
O -22.957747 3.684879 -18.440906  -0.3695
C -23.791006 3.588072 -17.422213  0.4202
O -23.488785 2.991121 -16.424348  -0.6000
O -24.988942 4.190494 -17.623424  0.0705
H -24.557826 6.625944 -18.348287  0.5631
H -26.233244 6.559138 -18.735299  -0.3975
H -24.955293 6.477227 -20.040667  0.4447
H -25.760170 4.194682 -19.596734  -0.4009
H -23.069653 5.113797 -19.955104  0.3465
H -23.732489 3.491620 -20.217892  0.2814
C -28.616392 4.375812 -23.529854  -0.8179
C -27.813378 5.695899 -23.524675  0.5792
C -27.692955 6.406789 -22.183886  0.5538
O -26.370765 6.912987 -22.180723  -0.3868
C -25.680838 6.433671 -23.274951  0.6006
O -24.538276 6.780230 -23.601020  -0.6113
O -26.461205 5.461828 -23.851220  -0.4220
H -28.414087 3.834472 -24.454049  0.4699
H -29.679036 4.616243 -23.497062  -0.0124
H -28.277790 3.716371 -22.730747  0.1011
H -28.228312 6.375647 -24.268908  0.2062
H -27.957987 5.726692 -21.374365  -0.4559
H -28.284486 7.318887 -22.104704  0.1014
C -32.088470 5.964543 -14.866582  -1.6924
C -33.404104 5.800536 -15.556634  0.8584
C -33.417099 4.771905 -16.685027  0.4219
O -34.425377 3.900023 -16.193107  -0.3971
C -34.941470 4.209321 -15.029714  0.6157
O -35.787397 3.515355 -14.435626  -0.6369
O -34.390256 5.319979 -14.610336  -0.4227
H -31.214170 6.332719 -15.403388  0.2387
H -31.724217 4.986608 -14.551839  0.3447
H -32.119169 6.361890 -13.852055  0.5205
H -33.732227 6.786649 -15.885289  0.2684
H -32.496644 4.214570 -16.858894  -0.2403
H -33.910480 5.162892 -17.574856  -0.0378

Force components x, y, z for each atom (eV/Å):
1.38 -0.28 -0.08
0.15 0.76 1.40
-0.39 -1.02 0.50
-0.44 -1.56 -1.56
0.42 1.89 -0.85
-1.35 -0.22 0.22
0.13 0.44 0.31
0.31 0.87 -1.07
-2.12 0.60 1.90
1.00 0.30 0.23
-0.05 -0.01 0.96
-1.12 -1.24 -0.66
2.12 1.72 -0.59
-0.30 -1.58 0.40
-0.01 -0.05 -0.14
0.38 0.22 -0.11
0.15 -0.06 -0.36
-0.13 -0.65 -0.35
0.07 0.03 -0.50
-0.19 -0.20 0.27
0.63 -0.30 0.52
-1.26 0.50 -1.00
-2.85 -1.25 0.36
1.86 0.06 0.34
3.59 1.96 1.67
-2.54 -1.13 -1.62
-0.02 0.50 0.94
0.15 0.01 0.16
0.26 0.01 -0.38
-0.15 -0.15 -0.25
-0.08 -0.27 -0.23
-0.06 0.08 0.05
0.51 0.04 -0.56
1.18 0.29 -0.25
-0.01 1.33 1.16
0.51 -0.32 1.73
0.62 0.51 -1.21
-0.19 -0.64 -0.74
0.23 1.05 1.78
-1.98 -1.99 -2.09
-0.53 -0.24 0.45
0.17 -0.25 -0.37
0.36 0.32 -0.24
-0.50 -0.03 -0.15
0.01 0.22 0.34
0.16 -0.16 -0.32
0.04 -0.49 0.04
-1.01 -1.32 -0.90
-0.73 0.07 -0.85
2.11 1.54 0.33
0.95 -0.36 3.55
-0.72 -0.85 -1.65
0.62 1.59 1.16
0.16 0.47 -0.37
-0.01 0.03 -0.02
0.35 0.11 0.25
-0.49 -0.20 -0.64
-0.91 -0.85 -0.97
-0.35 0.29 -0.06
0.35 0.41 0.15
-1.27 -0.63 2.39
-0.86 -0.08 0.77
-0.88 -0.42 1.71
2.92 0.43 -2.08
-2.57 -0.17 1.27
0.82 0.30 -2.96
0.06 -0.19 -0.13
0.19 0.46 0.27
0.32 0.11 -0.40
-0.19 -0.03 -0.18
0.61 -0.50 -0.52
0.50 0.50 -0.24
1.24 -0.49 0.60
-1.30 2.60 -0.93
-0.71 -0.67 -2.40
0.77 0.34 0.82
0.44 -1.40 2.42
-0.65 0.53 -0.22
0.46 -0.62 -0.33
0.18 0.21 0.04
-0.13 -0.58 -0.41
-0.46 0.23 -0.05
-0.15 -0.69 0.49
0.12 0.10 0.43
0.07 0.26 -0.53
0.88 0.66 -0.22
-1.20 -0.54 0.07
-0.93 0.45 -0.14
1.60 -0.19 -0.79
1.96 0.15 0.16
-3.86 -1.24 1.00
1.83 0.71 -0.53
-0.08 0.18 -0.16
0.08 -0.21 0.26
-0.29 0.15 0.25
-0.05 0.02 -0.20
0.62 0.13 0.34
-0.55 -0.36 -0.01
1.35 -1.47 1.61
0.55 1.21 0.14
-1.56 0.35 0.47
-0.26 -2.46 -1.38
-2.40 -2.70 1.68
2.42 2.37 -1.63
0.57 1.51 0.86
-0.62 0.50 -0.43
-0.09 -0.72 -0.41
-0.51 1.01 -0.31
-0.31 -0.09 -0.15
-0.09 0.25 -0.01
0.93 0.19 -0.33

Output
- ΔE to the lowest compared entry with this formula, charge and spin: 244.80 kJ/mol
- Total energy: -5889.21223 a.u.
- E_HOMO: -9.01 eV
- Charge: -1
- Gap between HOMO and LUMO: 10.44 eV